53
Properties=species:S:1:pos:R:3 method="wB97M-V/def2-TZVPD" e_tot_ev=-36886.222 smiles="CC(C)CNC(=O)c1cccc(NC(=O)c2ccc(NC(=O)c3ccco3)cc2)c1" relative_energy_kcal_mol=27.2 lumo_ev=0.075 homo_lumo_gap_ev=8.72 homo_energy_ev=-8.6
C -1.23 1.34 2.27
C -2.46 1.99 1.64
C -2.12 3.38 1.09
C -3.05 1.10 0.53
N -2.19 0.96 -0.62
C -2.44 1.58 -1.79
O -3.43 2.26 -1.99
C -1.41 1.34 -2.85
C -1.10 2.38 -3.72
C -0.18 2.18 -4.74
C 0.43 0.95 -4.88
C 0.13 -0.10 -4.02
N 0.74 -1.34 -4.21
C 1.03 -2.32 -3.31
O 1.35 -3.43 -3.69
C 1.00 -1.96 -1.86
C 0.47 -2.86 -0.95
C 0.50 -2.58 0.40
C 1.09 -1.41 0.87
N 1.11 -1.19 2.24
C 1.65 -0.14 2.94
O 2.23 0.81 2.45
C 1.45 -0.27 4.39
C 1.84 0.58 5.40
C 1.39 -0.01 6.60
C 0.75 -1.16 6.24
O 0.78 -1.33 4.91
C 1.65 -0.51 -0.04
C 1.60 -0.79 -1.40
C -0.81 0.10 -3.01
H -1.46 0.34 2.62
H -0.88 1.93 3.11
H -0.41 1.29 1.55
H -3.23 2.09 2.40
H -2.99 3.82 0.61
H -1.80 4.03 1.90
H -1.32 3.32 0.36
H -3.97 1.55 0.15
H -3.28 0.11 0.93
H -1.30 0.49 -0.48
H -1.60 3.33 -3.60
H 0.06 2.98 -5.42
H 1.15 0.79 -5.68
H 0.96 -1.58 -5.17
H 0.03 -3.78 -1.31
H 0.07 -3.28 1.11
H 0.68 -1.91 2.80
H 2.38 1.49 5.28
H 1.51 0.37 7.59
H 0.26 -1.92 6.82
H 2.13 0.38 0.31
H 2.05 -0.10 -2.09
H -1.10 -0.73 -2.38



11
Properties=species:S:1:pos:R:3 method="wB97M-V/def2-TZVPD" e_tot_ev=-45116.291 spin_multiplicity=3 charge=+2 lumo_ev="-10.508 / -11.005" homo_lumo_gap_ev="6.80 / 6.31" homo_energy_ev="-17.3 / -17.3"
C 1.13 1.39 0.85
O 2.23 1.82 1.16
C -0.21 1.95 1.43
O -1.25 1.38 0.94
O -0.18 2.87 2.23
Li 3.01 0.56 -0.22
Tm -1.08 -0.20 -0.49
O 1.00 0.45 -0.03
O -1.51 -4.45 -2.43
O -1.57 -2.35 -1.46
C -1.58 -3.40 -1.98



23
Properties=species:S:1:pos:R:3 method="wB97M-V/def2-TZVPD" e_tot_ev=-9558.842 smiles=Cc1ccccc1.CC relative_energy_kcal_mol=30.9 lumo_ev=1.039 homo_lumo_gap_ev=9.76 homo_energy_ev=-8.7
C 1.21 -2.17 -1.31
C 0.38 -0.96 -0.97
C 0.96 0.32 -1.11
C 0.14 1.42 -1.19
C -1.25 1.28 -1.17
C -1.80 0.06 -0.94
C -0.98 -1.09 -0.73
H 1.30 -2.77 -0.38
H 2.16 -1.96 -1.68
H 0.67 -2.66 -2.12
H 1.97 0.49 -0.74
H 0.58 2.43 -1.28
H -2.01 2.07 -1.32
H -2.84 -0.12 -0.88
H -1.43 -2.04 -0.51
C 0.50 0.09 2.13
C -0.30 1.34 1.91
H -0.08 -0.80 2.44
H 1.06 -0.10 1.22
H 1.33 0.24 2.80
H 0.04 2.04 1.16
H -0.32 1.94 2.87
H -1.30 0.96 1.79